{
  "formula": "C54H86AlBN10OPS",
  "method": "the ωB97M-V functional and the def2-TZVPD basis",
  "homo_energy_ev": -9.89,
  "e_above_lowest_kcal_mol": 5.4,
  "charge": 1,
  "e_tot_ev": -101744.593,
  "species": ["H", "C", "N", "H", "H", "H", "H", "C", "C", "C", "H", "H", "H", "N", "H", "H", "C", "H", "H", "C", "H", "C", "C", "C", "H", "H", "H", "N", "H", "C", "H", "C", "N", "H", "H", "H", "H", "H", "H", "H", "H", "H", "H", "H", "H", "C", "C", "H", "H", "H", "C", "H", "C", "C", "C", "H", "N", "N", "C", "C", "C", "H", "H", "H", "H", "C", "H", "H", "H", "C", "N", "N", "H", "H", "C", "H", "C", "H", "C", "H", "C", "H", "C", "H", "H", "C", "H", "H", "H", "H", "C", "H", "H", "H", "H", "B", "H", "H", "H", "H", "H", "H", "H", "H", "C", "H", "H", "C", "C", "H", "C", "O", "C", "C", "P", "H", "H", "C", "H", "C", "C", "C", "H", "Al", "C", "H", "C", "H", "C", "H", "H", "C", "H", "C", "C", "H", "H", "S", "H", "C", "C", "C", "C", "N", "H", "N", "C", "H", "H", "C", "C", "C", "H", "C", "H"],
  "coordinates": [[-6.734, 1.581, 2.421], [-3.245, -1.267, 0.725], [1.273, 0.896, -3.141], [-2.443, -0.543, -1.146], [2.426, -2.488, 6.228], [1.958, 4.258, 0.966], [-1.563, -6.004, 2.493], [0.123, -5.824, 0.363], [-4.491, -1.963, 1.263], [-1.624, -2.780, -4.327], [0.436, 0.833, -5.062], [3.881, -2.654, 3.558], [4.121, -3.124, 1.568], [1.119, -1.314, 3.373], [-2.309, 0.509, 5.536], [4.040, 3.035, -4.394], [-3.339, -1.045, -0.782], [-1.150, -4.710, -3.456], [-2.776, -0.042, -3.152], [4.285, -2.482, 0.699], [-0.112, 5.077, -2.011], [-2.670, 1.039, -3.236], [-5.976, 1.876, 1.708], [-2.005, -2.048, 1.027], [0.062, 2.607, 3.114], [-2.244, 0.828, 3.816], [4.273, 0.613, -3.791], [1.932, 0.256, 1.230], [-2.037, -2.954, -5.322], [-1.863, -3.427, 1.159], [-3.194, 1.466, -2.371], [2.529, 0.548, -2.488], [-0.574, -1.108, -2.895], [-3.421, -2.007, -1.298], [-7.318, 1.874, 0.040], [2.405, -4.780, 5.492], [1.068, 2.777, 0.634], [-2.799, 1.124, -5.371], [-2.637, -4.171, 1.083], [-2.464, -2.762, -3.628], [-0.512, 7.305, -1.043], [-4.208, 3.531, -4.275], [-4.409, 1.988, 3.179], [4.478, 4.108, 1.352], [1.854, -0.178, -4.849], [4.126, 0.112, 0.905], [-0.627, -3.887, -3.949], [0.790, -4.105, 5.261], [-1.573, -0.644, -4.676], [2.586, -3.362, -0.335], [1.514, -1.538, 4.645], [1.263, -2.871, -3.604], [0.456, -3.325, -3.021], [-0.918, 2.712, -3.726], [-0.823, 6.421, -0.502], [-0.086, 3.120, -3.153], [0.103, -2.458, 1.413], [0.359, -0.177, 3.299], [1.416, 0.797, -4.591], [-3.319, 1.556, -4.512], [-5.332, 2.422, -0.552], [-3.150, -0.297, 1.222], [6.264, -3.276, 0.391], [2.318, 3.299, -0.477], [4.826, 2.879, 0.138], [0.987, -0.529, 5.420], [-4.352, 1.209, -4.563], [0.607, -1.930, -1.371], [2.706, -0.539, -2.546], [3.605, -1.167, 0.942], [2.280, -1.069, 1.187], [-1.246, 1.373, -3.221], [-0.047, -1.465, -4.934], [3.733, -2.547, -1.400], [3.206, 2.463, -3.985], [2.951, 1.544, -5.916], [-0.131, -2.264, -2.099], [2.103, -3.030, 2.268], [1.826, -4.050, 4.925], [2.852, 2.575, 2.438], [-2.002, 1.248, 4.794], [-4.418, -2.154, 2.335], [-0.990, 4.018, -0.372], [-0.581, 2.663, -4.769], [1.863, -4.339, 3.876], [-1.429, 6.552, 0.740], [-5.593, 2.548, -1.595], [4.468, -3.277, 5.100], [1.186, -4.798, 1.911], [6.002, -1.714, -0.382], [-0.599, 5.165, -1.049], [-2.486, 3.703, -2.636], [-2.585, 2.157, 4.956], [2.632, 3.142, -3.348], [-5.370, -1.343, 1.083], [1.451, -2.063, 2.064], [6.242, -1.807, 1.369], [0.530, -6.816, 0.564], [-0.304, 1.675, 5.989], [-1.846, 4.633, -3.974], [-0.968, -2.689, -1.530], [4.403, 1.635, -2.381], [4.245, -1.538, 4.873], [-0.898, -5.945, -0.002], [-0.929, -1.427, -4.282], [1.102, -0.402, 6.484], [2.431, 0.797, -1.441], [-4.676, 2.104, 2.136], [2.321, 1.931, -5.112], [4.139, -4.125, -0.709], [3.088, 2.462, 1.374], [-1.220, 1.624, 1.345], [-1.808, 5.420, 1.441], [0.272, 0.289, 4.543], [-0.149, 0.428, -2.377], [-0.166, -4.300, -4.848], [-3.074, 3.414, -5.600], [4.486, 3.035, 1.162], [-3.268, 2.944, -0.846], [-4.031, 2.643, -0.139], [3.646, -3.173, -0.509], [5.787, -2.304, 0.511], [5.214, 2.583, 1.835], [-0.029, 0.302, 0.921], [0.146, -4.977, 1.638], [-0.612, -5.108, 3.680], [-0.500, 1.516, 4.926], [1.724, 2.738, -5.540], [0.026, 2.754, 4.194], [-4.653, -2.917, 0.756], [0.714, -5.368, -0.429], [-6.301, 2.040, 0.370], [5.153, 0.389, 0.747], [3.708, 1.293, -3.147], [2.397, -2.649, 5.147], [-4.215, -0.449, -1.033], [-0.003, -6.633, 3.022], [-2.089, 2.778, 1.840], [0.915, -4.122, -2.439], [3.046, 0.976, 1.123], [3.833, -2.520, 4.637], [-2.136, 3.625, -3.670], [-1.590, 4.174, 0.869], [-0.817, -1.466, 1.198], [-2.260, 5.504, 2.423], [-0.071, 0.519, -0.851], [-0.518, -3.651, 1.404], [1.048, 2.962, 4.515], [-0.581, 3.635, 4.412], [2.049, 3.242, 0.580], [-0.549, -5.720, 2.781], [-3.717, 2.482, 1.205], [-0.806, 3.025, -0.775], [-3.254, 3.093, -4.572], [-1.591, 7.532, 1.168]]
}